Below is a 2-piece molecular cluster, C3H4I2O overall in a non-equilibrium geometry, with properties calculated with wB97M-V/def2-TZVPD.

## Properties
LUMO energy (alpha / beta) ... -1.56 / -1.57 eV
Frontier orbital gap (alpha / beta) ... 6.5 / 6.5 eV
DFT total energy ... -787.0500 Ha
Multiplicity ... 1
Highest occupied orbital energy (alpha / beta) ... -0.2975 / -0.2975 Eh

CARTESIAN COORDINATES (ANGSTROEM)
O: -1.50 -1.46 1.19
H: 0.56 -1.46 1.04
H: -0.54 -1.34 -0.42
H: 2.32 0.48 -0.86
I: 1.48 2.71 -1.99
C: -0.27 -0.96 0.59
H: -2.09 -0.98 0.73
I: -1.43 1.83 0.86
C: -0.03 0.46 0.45
C: 1.50 0.72 -1.58

Charge distribution, Mulliken scheme, values in e: -0.48 0.37 0.33 0.21 0.09 -0.29 0.24 0.23 -0.34 -0.37

---

Below is one molecule with the formula C5H13NO in a non-equilibrium geometry, with properties calculated with wB97M-V/def2-TZVPD.

## Properties
LUMO energy ... 0.99 eV
SMILES ... CNCCCCO
Frontier orbital gap ... 9.6 eV
DFT total energy ... -328.2546 Ha
Multiplicity ... 1
Highest occupied orbital energy ... -0.3178 Eh

CARTESIAN COORDINATES (ANGSTROEM)
H: 2.76 -2.44 0.68
H: 1.94 -0.27 -1.59
C: 0.12 0.39 -0.79
H: 2.16 0.21 0.05
C: -0.61 0.85 0.55
O: 2.55 -2.44 -0.26
C: 1.44 -0.32 -0.60
C: -2.90 1.70 1.02
H: 0.14 1.23 -1.48
H: 0.68 -2.02 0.59
H: -3.82 2.17 0.57
C: 1.27 -1.76 -0.30
H: 0.70 -2.25 -1.10
H: -2.70 2.40 1.87
N: -1.75 1.62 0.12
H: -1.52 2.57 -0.15
H: -0.71 -0.20 -1.18
H: 0.20 1.32 1.10
H: -0.96 0.00 1.11
H: -3.28 0.75 1.32

Charge distribution, Mulliken scheme, values in e: 0.31 0.21 -0.77 0.29 -0.58 -0.52 -0.29 -0.86 0.45 0.33 0.29 -0.61 0.28 0.30 -0.28 0.21 0.29 0.26 0.38 0.31

---

Below is C54H56AsN6ORbSSi2 as an isolated structure in a non-equilibrium geometry, with properties calculated with wB97M-V/def2-TZVPD.

## Properties
LUMO energy (alpha / beta) ... 2.52 / 2.52 eV
Net charge ... -2
Frontier orbital gap (alpha / beta) ... 3.7 / 3.7 eV
DFT total energy ... -5732.1124 Ha
Multiplicity ... 1
Highest occupied orbital energy (alpha / beta) ... -0.0435 / -0.0435 Eh

CARTESIAN COORDINATES (ANGSTROEM)
H: 2.95 -5.29 -6.42
C: 2.76 8.29 0.33
H: 5.16 0.51 -0.40
C: 3.73 -1.53 -5.21
C: 1.36 6.49 -0.46
As: 1.58 -3.47 -3.29
C: 5.39 -2.75 -0.29
C: 1.25 -2.59 -6.64
C: -0.53 -6.14 -2.64
C: -3.20 -0.85 3.95
H: -5.42 0.88 -1.57
C: 3.57 -4.54 -5.88
H: 0.84 6.04 -1.32
H: 0.81 -1.59 -6.44
H: -1.57 -6.47 -2.94
C: 1.78 2.83 3.86
H: 4.44 -4.24 -6.47
C: -3.52 -2.75 1.34
N: -0.32 3.12 2.84
C: -5.64 1.90 -1.90
H: 2.91 4.12 2.50
Si: 2.57 -3.04 -5.37
H: 3.54 -0.66 -5.85
N: -1.37 -0.10 2.72
H: -8.33 3.55 -3.22
C: -4.74 2.98 -1.71
H: -2.63 0.35 5.75
H: -0.27 -1.11 5.75
H: 1.80 6.20 2.93
H: -1.32 -3.06 -5.08
H: 3.20 -0.46 2.38
H: 3.65 -1.05 -4.21
C: 0.40 2.40 3.78
C: 1.93 3.74 2.84
C: -2.95 -0.53 0.28
C: -4.10 -3.32 0.15
H: -5.26 -4.87 -0.67
C: -0.74 4.63 0.20
H: 0.15 -1.51 8.08
C: -2.27 5.09 -1.38
C: -2.40 3.70 -0.91
C: 0.98 1.94 6.65
C: 0.05 -0.28 6.39
C: -3.41 -3.61 2.48
C: 0.33 4.84 1.11
C: 0.96 0.43 8.52
C: -2.08 -0.65 -0.84
N: -3.69 0.62 0.22
C: -1.62 -4.05 -4.64
C: -4.63 -4.59 0.15
H: 1.48 -6.65 -4.98
Rb: 0.26 1.01 0.71
H: -0.70 -5.58 -1.68
H: 1.83 2.36 8.49
C: 5.73 -0.83 1.03
H: 4.77 -1.86 -5.34
H: -4.26 -2.64 -0.71
C: -3.01 -1.42 1.40
H: -5.04 -6.38 1.29
C: -2.45 0.01 4.74
H: -3.76 -5.44 3.37
C: -4.55 -5.39 1.32
H: -4.05 -1.45 4.22
H: -1.37 0.93 -2.23
H: -2.29 -3.80 -3.80
H: 0.05 -7.01 -2.51
C: -3.41 2.73 -1.21
H: -6.90 5.45 -2.67
H: 0.46 -3.30 -6.71
H: 3.31 9.19 0.15
H: 3.95 -5.03 -4.99
C: 0.33 -0.52 7.71
C: -6.87 2.11 -2.47
H: 6.25 -3.14 -0.78
H: -0.19 -7.00 -5.62
C: -3.93 -4.89 2.46
C: -0.20 1.29 4.48
C: -2.57 -0.86 2.64
H: 6.93 -2.17 2.73
H: 2.54 2.45 4.58
C: -1.30 0.49 3.97
C: -6.54 4.47 -2.48
H: 4.73 -3.64 -0.20
H: 1.22 0.23 9.53
H: 6.05 -3.70 2.51
C: -1.33 5.69 -0.61
O: 2.73 0.21 1.82
H: 5.21 -1.44 -2.00
C: 0.68 3.94 2.17
C: -7.35 3.38 -2.80
H: 7.56 -3.34 1.55
H: 3.69 -1.49 -1.15
H: 1.14 2.94 6.34
C: -5.25 4.25 -2.01
H: -1.13 6.74 -0.50
H: -2.17 -4.53 -5.47
Si: -0.07 -5.04 -4.05
C: 0.25 1.02 5.83
C: 6.63 -2.91 1.97
H: -2.87 5.47 -2.20
C: 1.29 1.61 7.95
C: -3.10 1.36 -0.82
C: 1.21 6.00 0.88
H: 0.81 -5.67 -6.30
H: -4.70 5.17 -1.83
C: 0.56 -6.21 -5.39
C: -2.09 0.59 -1.46
C: 4.79 -1.53 -0.97
H: -2.86 -3.23 3.35
C: 2.70 7.73 1.61
H: 3.26 8.21 2.43
H: 1.70 -2.61 -7.66
H: 3.27 1.00 1.97
N: 5.85 -2.20 0.99
N: 5.30 -0.45 -0.18
C: 1.88 6.66 1.92
C: 2.00 7.68 -0.69
H: -1.39 -1.48 -1.01
H: -7.43 1.19 -2.66
H: 1.96 8.01 -1.73
N: -1.38 3.45 0.01
S: 6.05 0.25 2.30

Mulliken atomic charge list, values in e, 99 entries: 0.29 -0.68 0.20 -1.09 -0.71 -0.23 -0.61 -1.10 -1.03 -1.03 0.31 -1.22 0.54 0.25 0.23 -1.45 0.44 0.75 -0.51 -0.42 0.57 0.32 0.37 0.02 0.38 0.89 0.61 0.48 0.51 0.24 0.22 0.15 0.63 -0.86 0.70 -0.10 0.43 -0.28 0.38 -1.16 0.09 -0.57 -0.70 -0.37 0.96 -0.65 -1.08 -0.77 -1.08 -0.83 0.25 0.83 0.24 0.36 -0.05 0.31 0.31 1.09 0.32 -1.05 0.36 -0.44 0.65 0.45 0.30 0.36 0.33 0.39 0.31 0.40 0.31 -0.44 -0.61 0.31 0.38 -0.74 0.74 -0.82 0.27 0.58 -0.61 -0.99 0.36 0.43 0.28 -1.29 -0.33 0.04 0.18 -0.50 0.31 0.09 0.56 -0.23 0.70 0.35 0.27 0.55 -0.95

---

Below is C11H25N4O3PPdSeTe as an isolated structure in a non-equilibrium geometry, with properties calculated with wB97M-V/def2-TZVPD.

## Properties
LUMO energy (alpha / beta) ... -0.44 / -0.44 eV
Frontier orbital gap (alpha / beta) ... 7.2 / 7.2 eV
DFT total energy ... -4017.6807 Ha
Multiplicity ... 1
Highest occupied orbital energy (alpha / beta) ... -0.2801 / -0.2801 Eh

CARTESIAN COORDINATES (ANGSTROEM)
H: 0.37 -1.36 4.55
H: -0.43 -2.46 0.67
H: -1.17 2.74 2.33
H: -1.85 2.01 -3.02
C: -1.92 0.41 1.41
H: -0.28 1.65 4.14
C: -0.31 2.15 2.01
H: -2.68 -1.61 1.42
H: 0.39 2.82 1.51
H: -0.84 1.58 0.10
H: 1.74 -0.01 3.37
C: 0.37 1.52 3.27
H: -1.62 2.04 -4.77
H: 0.13 -1.26 -4.13
H: -1.14 -2.68 3.01
H: -2.00 0.47 2.50
H: -1.97 -1.07 -0.12
H: -1.82 3.56 -3.89
H: 1.71 -2.03 -4.34
N: -0.71 1.15 1.01
N: 0.78 0.13 3.11
H: 0.57 3.19 -4.48
C: -0.07 -0.91 3.65
O: 0.74 1.37 -3.63
H: 1.36 -3.42 -2.33
Te: 2.28 1.62 -0.69
H: 0.59 -2.68 2.63
C: 0.97 -1.72 -3.60
H: -0.09 -3.58 -3.35
H: 0.36 3.19 -2.73
H: -1.03 -0.48 3.97
C: -1.86 -1.04 0.96
C: 0.11 2.66 -3.65
C: 0.51 -2.88 -2.75
Pd: 0.93 -0.23 0.52
Se: 2.67 -1.94 0.48
O: -0.57 0.20 -1.80
H: -2.82 0.88 1.01
C: 3.43 -1.30 2.03
N: -0.55 -1.64 1.26
C: -1.39 2.56 -3.84
C: -0.31 -2.06 2.66
H: 1.27 2.11 3.46
P: 0.82 0.52 -2.27
H: -0.12 -2.51 -1.94
O: 1.64 -0.74 -2.77
N: 3.84 -0.90 3.03

Charge distribution, Mulliken scheme, values in e: 0.42 0.32 0.33 0.18 -0.87 0.33 -0.60 0.40 0.29 0.24 0.29 -0.90 0.28 0.31 0.31 0.34 0.34 0.39 0.36 0.14 0.09 0.30 -0.84 -0.46 0.24 -0.24 0.42 -0.36 0.38 0.24 0.33 -0.81 -0.23 -0.60 -0.05 -0.15 -0.57 0.51 0.34 -0.01 -0.97 -0.86 0.42 1.03 -0.12 -0.30 -0.64

---

Below is C37H36AsF6N8O2S2Ti as an isolated structure in a non-equilibrium geometry, with properties calculated with wB97M-V/def2-TZVPD.

## Properties
LUMO energy ... 1.81 eV
Net charge ... -1
Frontier orbital gap ... 6.9 eV
DFT total energy ... -6501.2466 Ha
Multiplicity ... 1
Highest occupied orbital energy ... -0.1885 Eh

CARTESIAN COORDINATES (ANGSTROEM)
H: -0.76 2.27 7.12
C: -3.75 0.22 -2.47
C: -2.06 -1.29 -0.90
H: -4.41 0.84 -3.07
C: 2.85 -2.89 -1.91
C: 5.39 0.32 0.52
H: 1.65 -6.35 -1.08
C: -2.40 0.56 -2.42
H: 0.61 5.13 6.88
H: -2.24 3.33 -5.32
H: -4.31 -3.46 -3.79
H: -0.74 0.37 5.52
H: 1.69 -0.13 4.25
O: -1.69 0.38 1.88
C: -0.63 1.39 5.17
N: 1.21 -4.32 -0.63
C: -2.15 -5.77 -2.68
C: -1.87 1.73 -3.22
C: -0.08 0.05 -1.57
H: -3.56 2.73 -1.41
S: -0.52 0.27 2.69
F: 2.62 4.80 -0.81
H: -1.60 1.36 -4.22
H: 1.81 -5.17 -2.40
H: -0.17 4.99 3.87
H: 5.70 0.74 -1.55
C: -2.34 3.78 -4.33
C: -3.13 3.44 -2.11
H: -0.22 3.12 2.28
H: -3.84 4.25 -2.26
H: -0.32 -2.87 -2.36
H: -2.41 -1.98 -3.26
H: -3.04 4.61 -4.40
F: 1.25 2.42 -1.57
C: 0.44 -4.19 0.51
H: -3.77 -2.46 -0.39
C: 2.43 -0.03 3.48
C: 1.89 -3.14 -0.79
H: -0.21 -4.98 0.85
C: -0.47 1.63 3.82
C: 1.23 -5.45 -1.52
C: -3.41 -3.90 -3.41
C: 3.62 0.79 -1.00
H: 2.35 -2.92 -2.89
F: 1.65 2.90 0.93
C: 4.99 0.61 -0.75
H: 3.24 1.06 -1.98
As: 1.03 5.08 -0.17
C: -3.40 -1.62 -0.97
H: -2.22 3.85 -1.64
C: -0.63 2.46 6.06
H: -4.18 -5.91 -3.40
H: -1.38 -1.87 -0.28
O: -0.36 -0.92 3.50
N: -0.59 -7.03 -1.87
H: 3.67 -3.61 -1.91
C: 2.06 0.24 2.19
C: 3.10 0.34 1.21
C: 0.66 -2.93 0.96
H: -5.31 -1.09 -1.80
H: -1.36 4.18 -4.03
C: 4.79 -0.09 2.90
C: 4.44 0.18 1.56
H: 4.04 -0.40 4.87
F: 1.57 5.72 1.35
F: -0.84 2.36 0.10
H: 6.45 0.20 0.76
F: 1.00 6.66 -0.94
C: -4.25 -0.86 -1.75
N: 2.72 0.65 -0.06
C: -1.55 -0.22 -1.63
C: -1.13 -3.54 -2.61
H: -0.95 2.12 -2.77
C: -2.31 -3.05 -3.11
C: -1.08 -4.93 -2.41
N: -0.13 -5.77 -1.90
N: -2.85 2.80 -3.39
Ti: 0.73 1.52 -0.07
H: -0.99 4.69 7.48
S: 0.81 -0.52 -2.81
C: -0.42 4.91 6.58
H: 0.23 -2.43 1.81
C: -0.46 3.76 5.61
C: -0.31 3.98 4.24
H: 3.25 -1.89 -1.78
H: -0.83 5.82 6.13
N: 0.76 0.44 1.70
C: -0.32 2.93 3.34
N: -1.79 -7.06 -2.33
C: -3.35 -5.26 -3.20
N: 1.56 -2.28 0.13
H: 5.83 -0.21 3.17
C: 3.80 -0.19 3.83

Charge distribution, Mulliken scheme, values in e: 0.34 -0.28 -0.06 0.46 -1.57 -0.86 0.28 0.70 0.28 0.29 0.44 0.52 0.45 -0.76 -0.40 0.30 0.45 -0.78 1.12 0.31 1.35 -0.41 0.43 0.40 0.41 0.48 -0.87 -0.89 0.36 0.42 -0.30 1.04 0.33 -0.52 -0.88 0.54 -0.78 0.91 0.46 -0.10 -0.74 -0.85 -0.50 0.42 -0.49 -1.15 0.56 1.12 -1.23 0.17 -0.85 0.40 0.17 -0.78 -0.97 0.54 0.12 0.55 -0.69 0.39 0.27 -0.99 0.77 0.40 -0.43 -0.58 0.42 -0.46 -1.19 1.12 0.72 0.03 0.25 -0.84 0.94 0.66 -0.05 -0.80 0.37 -0.40 -1.50 0.52 1.10 -1.07 -0.08 0.37 1.62 -0.32 -0.57 -0.83 0.31 0.40 -0.98

---

Below is C21H45O2P3Re as an isolated structure in a non-equilibrium geometry, with properties calculated with wB97M-V/def2-TZVPD.

## Properties
LUMO energy (alpha / beta) ... -15.02 / -14.99 eV
Net charge ... +4
Expectation value of S² ... 3.96
Frontier orbital gap (alpha / beta) ... 5.7 / 6.4 eV
DFT total energy ... -2078.1465 Ha
Multiplicity ... 4
Highest occupied orbital energy (alpha / beta) ... -0.7611 / -0.7871 Eh

CARTESIAN COORDINATES (ANGSTROEM)
C: -1.18 -0.10 2.91
H: 1.57 -3.43 3.68
H: 1.35 4.03 -0.68
H: 0.50 -3.37 2.25
C: -2.01 -2.14 1.06
H: 3.77 1.02 -0.21
H: 1.62 0.90 2.91
H: 2.86 -0.54 -3.95
C: 0.97 -3.86 -4.86
C: 3.07 -1.34 -0.63
O: 0.69 -0.91 -2.90
C: 2.67 -2.20 -5.43
H: 0.54 2.13 1.49
H: -3.12 0.68 1.40
H: -2.47 -2.25 0.07
H: -3.27 -0.65 -1.95
H: -1.98 1.61 0.43
C: 2.06 0.04 3.43
C: 2.97 1.72 -0.49
O: 1.69 1.19 0.03
H: 1.97 -3.08 -1.27
H: 4.04 -1.17 -0.12
C: 3.09 3.10 0.15
C: 0.66 -3.18 -3.67
H: 4.42 -1.25 2.47
H: 3.81 -2.70 3.36
H: -2.02 -1.93 -2.07
H: 3.11 0.27 3.66
H: 0.56 -1.60 -1.28
C: -2.37 0.60 0.60
C: 0.83 2.29 0.44
H: 0.40 -4.76 -5.09
H: -0.73 -0.77 -4.81
H: -1.38 -3.01 1.27
H: 4.00 -2.70 1.58
C: 1.27 -1.91 -3.57
P: -1.05 0.21 -2.63
C: 0.94 -2.78 3.07
C: 3.72 -2.10 2.44
H: 1.51 -0.12 4.37
C: -0.79 0.26 -4.43
C: 2.39 -1.47 -4.28
H: 3.13 -1.06 -1.71
H: -2.24 -0.12 3.19
H: -2.80 -2.08 1.82
C: 1.65 3.55 0.26
C: 2.31 -2.59 -0.36
H: -1.59 0.81 -4.92
H: -2.61 1.93 -1.73
H: 0.18 0.76 -4.58
H: 3.48 -1.80 -6.04
H: 3.72 3.75 -0.48
H: 0.12 -2.38 3.66
H: -0.05 2.24 -0.21
C: -2.42 -1.02 -2.53
H: -2.75 -1.24 -3.55
H: -1.03 2.62 -2.22
Re: 1.32 -1.01 0.35
H: -0.79 0.92 3.06
H: 2.22 -3.92 -6.64
H: -0.07 -3.50 -2.93
H: -0.64 -0.78 3.58
P: -1.04 -0.57 1.12
H: 3.56 3.03 1.13
H: 2.80 -3.31 0.29
H: -2.24 2.17 -3.46
H: 1.47 4.25 1.07
H: -2.89 0.26 -0.31
C: -1.81 1.90 -2.48
P: 2.01 -1.44 2.37
H: 2.87 1.74 -1.59
C: 1.96 -3.36 -5.73

Charge distribution, Mulliken scheme, values in e: -1.26 0.45 0.30 0.43 -1.07 0.37 0.24 0.46 -0.71 -0.35 -0.62 -0.70 0.18 0.59 0.35 0.57 0.36 -1.11 -0.35 -0.66 0.25 0.60 -0.72 -0.08 0.50 0.52 0.14 0.47 -0.01 -1.23 0.62 0.51 0.45 0.24 0.38 0.41 1.70 -1.24 -1.38 0.42 -1.80 -0.16 0.14 0.62 0.47 -0.64 -0.94 0.61 0.43 0.43 0.51 0.45 0.38 -0.73 -1.27 0.51 0.36 1.19 0.35 0.50 0.44 0.14 0.58 0.30 0.56 0.52 0.44 0.17 -1.28 0.95 0.24 -0.48

---

Below is one molecule with the formula C19H26N4O5S in a non-equilibrium geometry, with properties calculated with wB97M-V/def2-TZVPD.

## Properties
LUMO energy ... 0.53 eV
SMILES ... CCOc1ccc(OCC)c(NC(=O)[C@H]2CCCN(S(=O)(=O)c3cnc[nH]3)C2)c1
Frontier orbital gap ... 8.3 eV
DFT total energy ... -1733.0322 Ha
Multiplicity ... 1
Highest occupied orbital energy ... -0.2851 Eh

CARTESIAN COORDINATES (ANGSTROEM)
H: 2.78 -1.80 0.76
N: 0.55 -0.36 0.44
C: 0.70 -1.58 1.09
O: -3.20 3.09 -3.15
H: -3.89 -0.04 1.80
N: -1.06 1.85 -2.83
C: -0.42 -3.35 2.27
O: -3.18 0.91 -1.94
H: -1.31 -3.79 2.68
H: -1.00 3.65 -3.79
H: -2.49 5.93 0.75
C: -0.28 2.92 -3.41
O: 2.54 0.03 -0.61
H: 2.23 2.90 -1.03
H: 5.13 -5.71 1.34
C: -0.29 0.84 -2.15
C: 1.38 0.31 -0.40
H: 0.31 0.31 -2.89
C: 1.95 -3.48 1.84
H: 5.46 -4.90 2.86
O: -1.60 -1.35 1.46
C: 1.91 -2.25 1.20
H: 0.27 2.51 -4.26
H: -2.80 4.93 -1.63
H: -2.95 -2.87 1.07
C: -2.43 4.90 0.49
H: -4.91 -1.37 1.24
C: 0.64 1.45 -1.09
O: 3.08 -4.23 2.00
H: -1.01 0.15 -1.72
H: 0.03 1.97 -0.34
H: -3.73 -0.64 0.14
C: -0.48 -2.12 1.63
C: 0.78 -4.02 2.37
S: -2.56 2.17 -2.24
H: 1.33 4.26 -2.95
C: 1.56 2.46 -1.77
H: 6.33 -4.42 1.40
H: 0.83 -4.98 2.87
C: -3.92 -0.93 1.17
C: -2.88 -1.94 1.65
H: 4.55 -2.77 1.94
H: -2.06 1.83 1.06
C: 0.70 3.55 -2.42
N: -2.20 3.93 1.33
H: 0.15 4.09 -1.64
C: -2.41 3.08 -0.72
H: 4.21 -3.59 0.39
N: -2.56 4.44 -0.78
H: 2.16 1.95 -2.52
H: -0.41 -0.03 0.50
C: 5.38 -4.76 1.79
H: -3.03 -2.17 2.71
C: -2.20 2.78 0.60
C: 4.30 -3.74 1.48

Charge distribution, Mulliken scheme, values in e: 0.71 0.08 -0.59 -0.75 0.31 0.23 -0.55 -0.66 0.38 0.43 0.42 -0.94 -0.73 0.41 0.33 -1.32 -0.21 0.19 0.28 0.33 -0.22 0.12 0.38 0.21 0.48 -0.45 0.43 1.29 -0.42 0.56 0.01 0.21 0.59 -0.87 1.19 0.43 -1.21 0.42 0.44 -1.25 -0.43 0.34 0.74 -0.30 -0.70 0.19 -0.32 0.35 0.05 0.35 0.11 -1.44 0.34 0.24 -0.21

---

Below is C12H28AgClN4O4 as an isolated structure, with properties calculated with wB97M-V/def2-TZVPD.

## Properties
LUMO energy ... 0.68 eV
Frontier orbital gap ... 8.3 eV
DFT total energy ... -1601.2922 Ha
Multiplicity ... 1
Highest occupied orbital energy ... -0.2816 Eh

CARTESIAN COORDINATES (ANGSTROEM)
H: 6.75 -5.19 8.20
C: 7.80 3.12 8.17
H: 10.76 2.36 8.94
H: 6.70 -2.37 13.18
C: 5.28 0.69 4.85
H: 5.59 -0.18 12.00
H: 2.91 -0.06 5.43
H: 6.88 -1.13 14.44
O: 5.62 -0.35 6.96
H: 2.21 -1.72 6.98
H: 4.44 0.95 4.21
C: 7.06 4.31 7.62
H: 9.95 2.61 10.49
C: 6.35 -1.40 13.53
C: 9.64 -2.80 9.84
H: 5.79 1.61 5.11
H: 5.92 0.00 4.30
C: 4.83 -0.03 6.09
N: 6.46 -0.38 12.52
H: 9.02 -1.29 12.76
H: 6.54 -3.85 7.08
H: 5.29 -1.49 13.80
H: 8.92 -4.50 8.77
N: 8.67 -3.62 9.16
H: 9.31 1.43 9.30
H: 9.22 4.37 8.89
H: 10.23 -3.41 10.52
H: 6.20 4.54 8.25
N: 3.50 -0.26 6.22
H: 2.48 -0.33 8.06
O: 6.98 -2.12 9.33
C: 6.52 -4.12 8.14
O: 7.64 0.94 11.12
H: 5.49 -3.96 8.46
C: 7.60 0.16 12.09
H: 9.10 -2.05 10.41
Cl: 3.86 0.09 10.70
H: 3.74 -1.54 7.86
H: 6.68 4.11 6.62
O: 7.36 1.99 8.05
Ag: 6.02 0.24 9.25
H: 9.67 0.33 12.40
C: 8.83 -0.22 12.83
C: 7.39 -3.21 8.95
H: 10.28 -2.27 9.14
H: 7.68 5.22 7.58
N: 8.94 3.40 8.83
C: 9.78 2.40 9.43
H: 8.75 0.07 13.88
C: 2.94 -1.00 7.34

Charge distribution, Mulliken scheme, values in e: 0.39 0.72 0.31 0.26 -0.92 -0.10 0.21 0.30 -0.60 0.32 0.37 -1.13 0.31 -0.95 -0.52 0.10 0.27 0.68 0.30 0.35 0.26 0.32 0.20 -0.19 0.15 0.18 0.33 0.26 -0.17 0.27 -0.52 -1.18 -0.61 0.28 0.86 -0.08 -0.79 0.14 0.26 -0.68 1.03 0.24 -1.42 0.67 0.29 0.37 -0.15 -0.75 0.43 -0.71

---

Question: The highest DFT total energy belongs to which entry?
Answer: C5H13NO

---

Question: The lowest DFT total energy belongs to which entry?
Answer: C37H36AsF6N8O2S2Ti